# 1
{"formula": "C4H6NO2S", "method": "the ωB97M-V functional and the def2-TZVPD basis", "largest_force_ev_per_a": 1.6, "total_charge": 0, "lumo_ev": [0.6, -2.6], "s2": 0.753, "orbital_gap_ha": [0.3788, 0.2537], "multiplicity": 2, "symbols": ["O", "C", "N", "C", "C", "S", "C", "O", "H", "H", "H", "H", "H", "H"], "xyz": [[-0.934, 2.217, -0.208], [-0.308, 1.897, 0.775], [-0.138, 0.615, 1.166], [-0.551, -0.493, 0.300], [0.576, -1.547, 0.090], [2.236, -0.849, -0.019], [-1.220, -0.078, -1.013], [-2.358, -0.389, -1.227], [0.112, 2.679, 1.424], [0.582, 0.391, 1.834], [-1.329, -1.015, 0.852], [0.490, -2.293, 0.867], [0.470, -1.970, -0.920], [-0.573, 0.400, -1.766]], "nbo_charge": [-0.595, 0.533, -0.602, -0.172, -0.597, 0.125, 0.446, -0.517, 0.131, 0.399, 0.213, 0.241, 0.261, 0.134]}

=====

# 2
{"formula": "C4H6NO3", "method": "the ωB97M-V functional and the def2-TZVPD basis", "largest_force_ev_per_a": 6.6, "total_charge": -1, "lumo_ev": 2.5, "orbital_gap_ha": 0.2623, "multiplicity": 1, "symbols": ["O", "C", "C", "C", "N", "C", "O", "O", "H", "H", "H", "H", "H", "H"], "xyz": [[0.778, 1.472, -2.313], [1.211, 0.338, -1.928], [-0.861, 0.286, 0.126], [0.318, 0.669, 0.962], [-2.061, -0.213, 0.658], [-1.328, -1.334, 1.041], [2.373, 0.070, -1.494], [-0.649, -1.536, 2.110], [0.591, -0.511, -2.207], [-0.875, 0.827, -0.843], [0.123, 0.879, 2.009], [0.950, -0.246, 1.007], [0.917, 1.471, 0.497], [-1.488, -2.172, 0.372]], "nbo_charge": [-0.796, 0.580, 0.194, -0.734, -0.471, 0.457, -0.769, -0.624, 0.023, 0.243, 0.240, 0.277, 0.265, 0.116]}

=====

# 3
{"formula": "C4H6NO3S", "method": "the ωB97M-V functional and the def2-TZVPD basis", "largest_force_ev_per_a": 4.2, "total_charge": -1, "lumo_ev": 3.8, "orbital_gap_ha": 0.3079, "multiplicity": 1, "symbols": ["C", "C", "C", "C", "N", "O", "O", "O", "S", "H", "H", "H", "H", "H", "H"], "xyz": [[-1.787, 1.007, -0.652], [0.613, 0.901, -0.625], [-0.661, 1.113, 1.416], [-0.604, 0.982, 0.083], [-2.747, 1.385, -1.144], [0.103, -1.744, -1.746], [2.044, -2.177, -0.339], [-0.029, -1.815, 0.959], [0.659, -2.537, -0.600], [0.586, -0.078, -1.093], [0.578, 1.562, -1.452], [1.556, 0.953, -0.129], [-1.400, 0.969, 2.195], [0.315, 1.109, 1.789], [0.774, -1.631, 1.337]], "nbo_charge": [0.306, -0.682, -0.342, -0.086, -0.357, -1.017, -1.051, -0.988, 1.656, 0.309, 0.204, 0.219, 0.205, 0.175, 0.449]}

=====

# 4
{"formula": "C4H6NOP", "method": "the ωB97M-V functional and the def2-TZVPD basis", "smiles": "O=C=NP.C=C=C", "largest_force_ev_per_a": 4.6, "total_charge": 0, "lumo_ev": 0.8, "orbital_gap_ha": 0.3811, "multiplicity": 1, "symbols": ["C", "C", "C", "C", "N", "O", "P", "H", "H", "H", "H", "H", "H"], "xyz": [[-1.123, -0.900, -0.047], [2.281, -1.395, 0.030], [-1.007, -1.580, 1.102], [-1.215, -0.227, -1.160], [2.368, -0.204, -0.012], [2.174, -2.530, 0.038], [1.794, 1.305, 0.511], [-1.572, -1.242, 2.010], [-0.452, -2.429, 1.119], [-2.169, -0.350, -1.795], [-0.381, 0.379, -1.412], [1.237, 1.731, -0.763], [2.962, 1.898, 0.125]], "nbo_charge": [0.109, 0.886, -0.508, -0.519, -0.869, -0.506, 0.585, 0.230, 0.222, 0.240, 0.225, -0.049, -0.047]}

=====

# 5
{"formula": "C4H6NS", "method": "the ωB97M-V functional and the def2-TZVPD basis", "largest_force_ev_per_a": 3.7, "total_charge": 1, "lumo_ev": -6.8, "orbital_gap_ha": 0.2921, "multiplicity": 1, "symbols": ["C", "C", "C", "C", "N", "S", "H", "H", "H", "H", "H", "H"], "xyz": [[0.257, -1.410, -1.285], [1.274, -0.523, -0.893], [-1.225, 1.199, 1.989], [0.043, 0.174, -0.115], [-0.760, -0.947, -0.670], [0.155, 0.394, 1.703], [0.191, -2.282, -1.888], [2.125, -0.914, -0.366], [1.632, 0.069, -1.696], [-1.851, 1.350, 1.008], [-1.590, 1.760, 2.829], [-0.251, 1.130, -0.615]], "nbo_charge": [0.146, -0.456, -0.357, -0.253, -0.367, 0.754, 0.226, 0.254, 0.254, 0.268, 0.280, 0.252]}

=====

# 6
{"formula": "C4H6NS", "method": "the ωB97M-V functional and the def2-TZVPD basis", "largest_force_ev_per_a": 13.2, "total_charge": 1, "lumo_ev": [-5.5, -5.5], "orbital_gap_ha": [0.3131, 0.3131], "multiplicity": 1, "symbols": ["C", "C", "C", "C", "N", "S", "H", "H", "H", "H", "H", "H"], "xyz": [[0.478, 0.639, 2.746], [-1.025, 0.609, -0.563], [0.123, 0.521, 1.417], [0.908, -0.858, -0.359], [-0.041, 0.115, 0.158], [-2.073, 1.786, 0.088], [0.547, 1.002, 3.730], [-1.147, 0.250, -1.576], [0.571, -1.247, -1.317], [1.022, -1.683, 0.348], [1.891, -0.394, -0.482], [-2.856, 1.930, -0.988]], "nbo_charge": [-0.038, 0.035, 0.056, -0.410, -0.366, 0.282, 0.270, 0.261, 0.235, 0.252, 0.247, 0.176]}

=====

# 7
{"formula": "C4H6NS2", "method": "the ωB97M-V functional and the def2-TZVPD basis", "largest_force_ev_per_a": 4.7, "total_charge": 1, "lumo_ev": -5.7, "orbital_gap_ha": 0.2973, "multiplicity": 1, "symbols": ["C", "C", "C", "S", "N", "C", "S", "H", "H", "H", "H", "H", "H"], "xyz": [[-0.632, 1.091, 1.737], [-0.639, -0.149, 1.093], [0.640, -0.809, 0.452], [0.252, -1.500, -1.257], [-0.855, -0.447, -2.087], [-0.205, 0.646, -2.399], [0.483, 2.126, -2.196], [-1.367, 1.203, 2.595], [0.079, 1.935, 1.492], [-1.609, -0.724, 1.074], [1.539, -0.128, 0.386], [0.876, -1.729, 1.086], [1.439, -1.516, -1.976]], "nbo_charge": [-0.311, -0.267, -0.561, 0.790, -0.616, 0.219, 0.292, 0.246, 0.222, 0.241, 0.269, 0.294, 0.181]}

=====

# 8
{"formula": "C4H6O", "method": "the ωB97M-V functional and the def2-TZVPD basis", "largest_force_ev_per_a": 0.5, "total_charge": 0, "lumo_ev": [-0.8, -0.8], "orbital_gap_ha": [0.3071, 0.3051], "multiplicity": 1, "symbols": ["O", "C", "C", "C", "C", "H", "H", "H", "H", "H", "H"], "xyz": [[-1.970, 0.012, 0.238], [-0.792, -0.059, -0.007], [0.070, 1.237, -0.074], [1.457, 0.873, 0.324], [-0.106, -1.379, -0.283], [0.019, 1.577, -1.118], [-0.457, 1.956, 0.566], [1.443, 0.847, 1.437], [0.987, -1.282, -0.257], [-0.451, -2.120, 0.443], [-0.394, -1.731, -1.280]], "nbo_charge": [-0.512, 0.633, -0.695, 0.006, -0.734, 0.234, 0.242, 0.087, 0.238, 0.246, 0.253]}

=====

# 9
{"formula": "C4H6O", "method": "the ωB97M-V functional and the def2-TZVPD basis", "smiles": "C#CCOC", "largest_force_ev_per_a": 1.5, "total_charge": 0, "lumo_ev": 0.6, "orbital_gap_ha": 0.3898, "multiplicity": 1, "symbols": ["C", "O", "C", "C", "C", "H", "H", "H", "H", "H", "H"], "xyz": [[0.369, 0.800, -1.452], [0.712, -0.335, -0.703], [0.495, -0.147, 0.655], [-0.972, -0.138, 0.999], [-1.569, -1.085, 1.453], [-0.701, 1.038, -1.353], [0.604, 0.569, -2.491], [0.960, 1.665, -1.119], [0.895, -1.041, 1.142], [0.996, 0.733, 1.064], [-1.788, -2.060, 1.804]], "nbo_charge": [-0.257, -0.514, -0.100, -0.117, -0.154, 0.178, 0.196, 0.164, 0.198, 0.175, 0.230]}

=====

# 10
{"formula": "C4H6O", "method": "the ωB97M-V functional and the def2-TZVPD basis", "smiles": "C=C1CC1=O.[H][H]", "largest_force_ev_per_a": 6.1, "total_charge": 0, "lumo_ev": -0.2, "orbital_gap_ha": 0.3407, "multiplicity": 1, "symbols": ["C", "C", "C", "C", "O", "H", "H", "H", "H", "H", "H"], "xyz": [[-0.328, 0.260, -0.297], [-1.463, -0.447, -0.147], [0.440, 1.493, -0.070], [1.147, 0.343, -0.167], [2.227, -0.221, -0.134], [-1.413, -1.503, -0.316], [-2.367, 0.116, -0.040], [0.580, 2.205, -0.931], [0.235, 2.070, 0.762], [0.832, -2.171, 0.533], [0.109, -2.145, 0.807]], "nbo_charge": [-0.108, -0.334, -0.552, 0.566, -0.487, 0.219, 0.203, 0.254, 0.247, 0.026, -0.034]}

=====

# 11
{"formula": "C4H6O2", "method": "the ωB97M-V functional and the def2-TZVPD basis", "smiles": "CC(=O)CC=O", "largest_force_ev_per_a": 2.6, "total_charge": 0, "lumo_ev": 0.5, "orbital_gap_ha": 0.3670, "multiplicity": 1, "symbols": ["C", "C", "O", "C", "C", "O", "H", "H", "H", "H", "H", "H"], "xyz": [[1.724, 0.440, -0.823], [0.530, 0.327, 0.263], [0.353, 1.498, 0.509], [-0.689, -0.506, 0.966], [-1.826, -0.667, -0.034], [-2.300, -1.726, -0.361], [1.391, 0.070, -1.787], [2.640, -0.034, -0.485], [1.977, 1.521, -0.985], [-0.554, -1.457, 1.495], [-1.041, 0.248, 1.699], [-2.204, 0.287, -0.456]], "nbo_charge": [-0.658, 0.553, -0.555, -0.575, 0.434, -0.501, 0.221, 0.222, 0.245, 0.240, 0.259, 0.116]}

=====

# 12
{"formula": "C4H6O2", "method": "the ωB97M-V functional and the def2-TZVPD basis", "smiles": "C=COC(C)=O", "largest_force_ev_per_a": 0.9, "total_charge": 0, "lumo_ev": 1.0, "orbital_gap_ha": 0.3775, "multiplicity": 1, "symbols": ["C", "C", "O", "C", "C", "O", "H", "H", "H", "H", "H", "H"], "xyz": [[1.447, 0.163, -0.822], [0.135, 0.817, -0.525], [-0.048, 1.939, -0.164], [-0.772, -0.615, 1.304], [-1.552, -0.410, 0.243], [-0.959, -0.032, -0.931], [1.446, 0.098, -1.911], [1.520, -0.855, -0.431], [2.287, 0.767, -0.477], [0.263, -0.909, 1.171], [-1.128, -0.508, 2.311], [-2.639, -0.454, 0.232]], "nbo_charge": [-0.730, 0.819, -0.521, -0.520, 0.163, -0.549, 0.251, 0.235, 0.240, 0.201, 0.219, 0.193]}

=====

# 13
{"formula": "C4H6O2", "method": "the ωB97M-V functional and the def2-TZVPD basis", "smiles": "O=CC[C@@H]1CO1", "largest_force_ev_per_a": 0.5, "total_charge": 0, "lumo_ev": 1.0, "orbital_gap_ha": 0.4063, "multiplicity": 1, "symbols": ["C", "C", "O", "C", "C", "O", "H", "H", "H", "H", "H", "H"], "xyz": [[-0.437, -0.401, -1.797], [-0.096, 0.348, -0.591], [0.913, -0.092, -1.491], [-0.068, -0.336, 0.753], [0.541, 0.537, 1.826], [0.727, 1.724, 1.701], [-0.248, 1.426, -0.566], [-0.735, -1.446, -1.695], [-0.836, 0.110, -2.672], [-1.074, -0.628, 1.092], [0.513, -1.263, 0.667], [0.802, 0.022, 2.773]], "nbo_charge": [-0.110, 0.046, -0.486, -0.547, 0.449, -0.517, 0.210, 0.176, 0.187, 0.239, 0.243, 0.110]}

=====

# 14
{"formula": "C4H6O2", "method": "the ωB97M-V functional and the def2-TZVPD basis", "smiles": "O[C@H]1[C@@H]2C[C@]12O", "largest_force_ev_per_a": 5.3, "total_charge": 0, "lumo_ev": 0.7, "orbital_gap_ha": 0.3605, "multiplicity": 1, "symbols": ["C", "C", "C", "C", "O", "O", "H", "H", "H", "H", "H", "H"], "xyz": [[1.432, -0.557, 0.052], [0.115, -0.771, -0.681], [-0.880, -0.441, 0.418], [0.088, 0.556, 0.035], [-2.213, -0.277, -0.116], [0.101, 1.928, 0.008], [1.722, -0.816, 0.996], [2.285, -0.052, -0.408], [-0.103, -1.100, -1.635], [-0.828, -0.980, 1.387], [-2.295, 0.371, -0.895], [0.575, 2.139, 0.838]], "nbo_charge": [-0.432, -0.238, 0.065, 0.227, -0.730, -0.666, 0.195, 0.206, 0.225, 0.179, 0.482, 0.488]}

=====

# 15
{"formula": "C4H6O2", "method": "the ωB97M-V functional and the def2-TZVPD basis", "smiles": "CC(=O)CC=O", "largest_force_ev_per_a": 0.5, "total_charge": 0, "lumo_ev": 0.4, "orbital_gap_ha": 0.3801, "multiplicity": 1, "symbols": ["C", "C", "O", "C", "C", "O", "H", "H", "H", "H", "H", "H"], "xyz": [[1.227, 0.279, -0.923], [0.512, 0.712, 0.344], [0.783, 1.749, 0.904], [-0.569, -0.212, 0.936], [-1.497, -0.675, -0.158], [-1.192, -1.531, -0.954], [0.583, -0.217, -1.651], [2.013, -0.443, -0.672], [1.686, 1.162, -1.370], [-0.072, -1.088, 1.372], [-1.099, 0.326, 1.728], [-2.460, -0.136, -0.247]], "nbo_charge": [-0.735, 0.608, -0.522, -0.624, 0.441, -0.516, 0.247, 0.244, 0.239, 0.257, 0.242, 0.120]}

=====

# 16
{"formula": "C4H6O2", "method": "the ωB97M-V functional and the def2-TZVPD basis", "smiles": "O=C1CCCO1", "largest_force_ev_per_a": 2.4, "total_charge": 0, "lumo_ev": 0.8, "orbital_gap_ha": 0.4075, "multiplicity": 1, "symbols": ["C", "C", "C", "C", "H", "H", "H", "H", "H", "H", "O", "O"], "xyz": [[1.420, -0.263, -0.098], [0.575, 0.981, 0.035], [-0.843, 0.481, -0.123], [-0.804, -1.080, 0.102], [0.842, 1.649, -0.745], [0.792, 1.494, 0.970], [-1.257, 0.620, -1.185], [-1.545, 0.867, 0.635], [-1.386, -1.696, -0.624], [-1.053, -1.320, 1.148], [2.621, -0.341, 0.013], [0.638, -1.391, -0.128]], "nbo_charge": [0.789, -0.540, -0.433, -0.065, 0.245, 0.246, 0.216, 0.221, 0.202, 0.183, -0.559, -0.506]}

=====

# 17
{"formula": "C4H6O2", "method": "the ωB97M-V functional and the def2-TZVPD basis", "smiles": "CC(=O)[C@H]1CO1", "largest_force_ev_per_a": 0.4, "total_charge": 0, "lumo_ev": 0.9, "orbital_gap_ha": 0.3994, "multiplicity": 1, "symbols": ["C", "C", "O", "C", "C", "O", "H", "H", "H", "H", "H", "H"], "xyz": [[0.298, 0.099, -1.595], [-0.294, 0.868, -0.442], [-1.024, 1.820, -0.622], [0.001, 0.441, 0.970], [-0.193, -0.953, 1.389], [1.103, -0.418, 1.219], [1.271, -0.339, -1.364], [-0.383, -0.703, -1.902], [0.367, 0.801, -2.427], [-0.159, 1.234, 1.698], [-0.489, -1.706, 0.661], [-0.499, -1.143, 2.415]], "nbo_charge": [-0.733, 0.562, -0.527, -0.050, -0.091, -0.472, 0.240, 0.240, 0.245, 0.209, 0.185, 0.192]}

=====

# 18
{"formula": "C4H6O2", "method": "the ωB97M-V functional and the def2-TZVPD basis", "smiles": "O=C[C@@H]1C[C@@H]1O", "largest_force_ev_per_a": 0.4, "total_charge": 0, "lumo_ev": 0.8, "orbital_gap_ha": 0.3941, "multiplicity": 1, "symbols": ["O", "C", "C", "C", "C", "O", "H", "H", "H", "H", "H", "H"], "xyz": [[0.851, -0.569, -1.548], [-0.096, 0.287, -1.011], [-1.217, -0.301, -0.248], [-0.198, 0.539, 0.495], [0.758, -0.173, 1.377], [0.998, -1.357, 1.299], [1.736, -0.320, -1.242], [-0.313, 1.159, -1.628], [-2.223, 0.086, -0.374], [-1.137, -1.363, -0.028], [-0.452, 1.553, 0.793], [1.293, 0.459, 2.114]], "nbo_charge": [-0.687, 0.122, -0.413, -0.390, 0.420, -0.526, 0.477, 0.180, 0.224, 0.251, 0.228, 0.114]}

=====

# 19
{"formula": "C4H6O2", "method": "the ωB97M-V functional and the def2-TZVPD basis", "largest_force_ev_per_a": 4.3, "total_charge": 0, "lumo_ev": 0.6, "orbital_gap_ha": 0.3761, "multiplicity": 1, "symbols": ["O", "C", "C", "C", "C", "O", "H", "H", "H", "H", "H", "H"], "xyz": [[-1.159, -0.994, -1.524], [-0.559, 0.087, -0.910], [-0.499, -0.211, 0.799], [0.884, 0.428, 0.723], [0.948, 0.214, -0.785], [1.848, 0.055, -1.560], [-1.190, -1.084, -0.476], [-1.080, 1.041, -1.042], [-1.282, 0.276, 1.388], [-0.426, -1.270, 1.153], [1.686, -0.035, 1.289], [0.829, 1.493, 0.945]], "nbo_charge": [-0.698, 0.019, -0.518, -0.525, 0.563, -0.483, 0.512, 0.196, 0.227, 0.230, 0.239, 0.239]}

=====

Asked for DFT total energy across the records above, the calculation gives -20663.7187; -11875.9607; -22712.8564; -17069.0223; -16559.8691; -16559.5723; -27394.4738; -6288.3485; -6288.8143; -6288.2050; -8337.9624; -8338.6400; -8338.4838; -8336.0346; -8339.6138; -8340.1069; -8338.7830; -8338.7199; -8336.8901 eV in order.